Record 1
DFT (ωB97M-V/def2-TZVPD) results for a 4-piece molecular cluster, C20H52N4O6 overall in a non-equilibrium geometry.

XYZ file:
```
82
Properties=species:S:1:pos:R:3:forces:R:3
O -8.172 4.129 0.843 1.562 -0.174 1.831
O 0.890 -2.249 4.676 1.347 -1.876 0.657
O 3.037 -1.675 -1.645 -0.935 2.014 1.953
O 6.957 -1.062 -7.499 1.259 1.075 -1.726
O -0.926 2.226 2.253 -0.046 -0.875 -0.461
O -0.887 -4.568 1.549 -0.383 1.074 0.345
N -7.793 3.325 3.449 -0.779 -0.898 2.290
N -1.629 0.379 0.185 1.056 -0.258 0.227
N -0.068 -1.749 2.308 -0.046 -0.513 -1.173
N 5.147 -1.967 -4.476 0.463 -1.774 -0.899
C -7.367 4.925 1.795 0.663 -0.560 -0.878
C -1.128 2.628 0.824 -0.297 0.080 2.090
C 3.329 -0.560 -0.742 0.520 -0.420 -0.594
C -1.139 3.088 3.368 1.096 0.791 -0.568
C -0.705 1.487 -0.121 -2.109 0.804 -0.141
C 8.126 -1.734 -7.962 -0.775 -0.405 0.205
C 4.138 -2.290 -2.190 1.501 0.398 -0.876
C 4.921 -1.366 -3.205 -2.007 -0.169 -0.172
C 6.035 -1.785 -6.788 -0.134 0.699 2.950
C 2.171 -2.906 4.876 -1.356 -0.035 -0.097
C -5.992 2.794 1.830 0.496 0.728 1.800
C -1.037 1.851 -1.599 1.182 1.047 0.602
C 6.072 -1.213 -5.274 -0.476 -1.971 -1.546
C 0.261 -2.369 0.985 0.089 0.461 1.649
C -9.061 4.807 0.074 -1.301 1.694 -1.178
C -0.051 -5.670 1.617 -0.623 -0.421 0.987
C -6.730 3.914 2.752 0.617 -1.104 -3.774
C 0.828 -0.687 2.788 -0.187 -0.633 0.673
C 1.020 -0.928 4.293 -0.640 1.224 1.205
C -0.607 -3.551 0.640 -1.278 0.182 -1.111
H -0.929 2.615 4.327 0.047 -0.896 -0.381
H 4.236 -0.562 -3.477 -0.088 0.920 1.029
H -0.437 1.284 -2.309 -0.129 -0.219 0.096
H -2.214 2.716 0.787 -0.117 0.469 -0.663
H 3.702 -3.163 -2.674 0.573 -0.119 -0.255
H -9.936 5.155 0.623 -0.067 0.247 0.340
H 0.806 -5.457 2.256 0.444 -0.206 -0.227
H -2.097 1.756 -1.838 0.137 -0.205 0.333
H -5.550 2.055 2.498 -0.152 -0.155 0.393
H -0.246 -4.005 -0.283 0.384 0.035 -0.259
H -0.719 -6.345 2.151 0.567 -0.663 0.056
H -0.628 3.586 0.677 0.032 0.010 -0.272
H -1.000 -0.400 0.323 -0.743 -0.393 0.332
H -8.629 5.655 -0.457 0.339 0.527 0.274
H 4.321 -2.145 -5.030 -0.481 0.078 0.507
H 0.013 -1.637 0.217 0.841 -0.268 -0.326
H -1.582 -3.145 0.371 -0.231 0.039 0.114
H 8.527 -2.268 -7.101 0.511 -0.226 -0.266
H 2.896 0.360 -1.134 -0.295 -0.155 0.086
H 0.010 -2.515 2.962 -0.266 0.015 0.285
H -8.286 2.637 2.897 -0.079 0.178 -0.346
H 0.273 -0.405 4.891 -1.004 0.008 -0.574
H 1.843 -0.444 4.819 1.107 -0.154 -0.823
H -7.376 2.798 4.203 -0.312 -0.211 0.397
H -0.758 2.896 -1.734 0.047 0.237 -0.375
H 1.780 -0.693 2.257 0.211 0.104 -0.141
H 6.188 -2.864 -6.746 0.196 -0.114 -0.221
H -5.984 4.363 3.408 -0.226 0.178 0.020
H 1.991 -3.951 5.131 -0.297 0.071 0.081
H -6.664 2.227 1.186 0.030 0.594 -0.186
H 2.651 -2.435 5.733 0.470 0.080 -0.295
H 0.204 -6.119 0.657 0.212 0.217 -0.195
H 7.002 -1.482 -4.774 0.667 1.027 -0.591
H -6.561 5.428 1.261 -0.007 0.081 -0.489
H 4.393 -0.355 -0.625 0.353 -0.218 -0.587
H 5.778 -0.166 -5.341 0.609 0.422 0.146
H -9.488 4.275 -0.777 0.340 -1.055 0.290
H 3.060 -0.729 0.300 -0.809 -0.391 -0.201
H -0.369 3.858 3.320 -0.096 0.539 -0.026
H -5.095 3.189 1.353 -0.321 0.214 -0.656
H 5.867 -0.965 -2.843 -0.108 -0.105 0.250
H 1.296 -2.709 0.964 0.493 0.441 -0.272
H 5.036 -1.569 -7.167 -0.140 -0.132 -0.189
H 4.857 -2.570 -1.420 -0.006 -0.480 0.209
H -2.101 3.573 3.539 -0.438 -0.148 -0.816
H -2.026 0.588 1.090 -0.028 -0.485 0.331
H 2.735 -2.931 3.943 0.372 0.423 0.111
H 0.345 1.266 0.071 0.107 -0.160 -0.240
H 8.860 -1.075 -8.426 -0.222 0.561 0.632
H -7.879 5.708 2.353 -0.776 -0.289 -0.131
H 7.882 -2.404 -8.787 -0.213 -0.510 0.164
H 0.362 0.298 2.770 0.086 0.057 -0.742
```
Positions in Å, forces in eV/Å.

SMILES: COC[C@H](C)N.COC[C@H](C)N.COCCNCCOC.COCCNCCOC
LUMO level (eV): 0.69
Net charge: 0
Gap between HOMO and LUMO (eV): 9.23
E_HOMO (eV): -8.542
E (eV): -39821.233
Energy above the lowest of the compared OMol25 structures with the same formula, charge and spin (kJ/mol): 311.7

Here are the Löwdin charges for atoms 1 to 2, given in e: atom 1 (O): -0.1925, atom 2 (O): -0.2133

=====

Record 2
DFT (ωB97M-V/def2-TZVPD) results for C20H52O24S7V as an isolated structure in a non-equilibrium geometry.

XYZ file:
```
104
Properties=species:S:1:pos:R:3:forces:R:3
V 21.723 39.364 8.530 1.175 -1.823 -0.141
S 18.834 36.248 6.478 0.119 0.856 1.125
S 18.662 43.268 10.176 -0.008 0.035 -0.964
S 24.205 36.891 3.976 0.869 -0.474 1.401
S 22.218 40.524 5.257 -0.283 -0.637 -1.429
S 22.250 39.827 12.032 -0.337 0.151 1.600
S 23.081 42.795 8.412 0.081 2.970 -0.679
S 25.317 38.404 8.263 2.483 1.073 -1.339
O 23.745 40.267 4.870 -0.918 -0.071 0.887
O 19.577 37.467 6.716 -0.302 -1.273 -0.969
O 26.234 38.456 9.586 -0.857 -0.194 -1.048
O 19.915 44.331 10.226 -0.808 -1.245 -0.336
O 23.350 40.935 12.457 -0.664 -0.900 -1.048
O 19.206 42.029 10.652 0.000 0.681 0.376
O 25.507 37.510 3.868 -1.809 -0.838 0.145
O 22.548 38.568 12.643 -0.110 0.632 -0.135
O 22.566 41.459 8.422 0.622 0.148 -0.165
O 24.341 43.199 7.783 -1.577 -1.444 1.381
O 21.882 41.918 5.182 0.283 -0.611 0.383
O 24.083 39.086 8.514 -0.440 0.497 0.366
O 17.474 43.864 10.749 1.370 -0.466 -0.336
O 23.248 37.019 2.919 0.350 -0.018 0.418
O 21.944 43.666 7.673 0.602 -1.016 0.324
O 22.217 39.876 10.591 0.016 0.326 -0.331
O 20.259 39.881 8.531 -0.572 -0.239 0.237
O 23.530 37.289 5.383 0.679 0.714 -0.836
O 25.303 37.096 7.693 0.071 0.248 0.781
O 22.015 39.766 6.479 0.294 0.195 -0.605
O 24.366 35.334 4.422 0.715 0.692 -1.188
O 21.738 37.750 8.535 -0.503 2.340 0.200
O 19.849 35.047 6.862 -0.846 1.359 0.002
O 17.580 36.125 7.181 0.854 -0.609 -0.819
C 19.386 33.687 6.783 0.675 -0.813 -0.276
C 18.429 43.092 8.395 -0.303 0.481 0.293
C 21.382 39.630 3.892 0.252 0.997 1.112
C 19.960 32.941 7.962 0.870 -0.540 0.611
C 21.078 45.511 6.463 -0.415 -0.062 0.575
C 24.410 41.073 3.880 1.192 1.209 -0.138
C 26.900 39.344 11.671 -1.385 0.443 1.046
C 24.227 42.467 14.046 1.615 -1.326 1.067
C 20.730 40.582 12.720 0.450 -0.832 0.068
C 23.229 34.937 5.159 -1.157 0.199 0.163
C 22.961 43.386 10.122 0.419 -1.037 -0.522
C 25.743 39.271 10.705 0.421 -1.146 -0.306
C 26.413 39.436 7.172 -0.492 -1.051 0.657
C 22.314 44.957 7.138 -0.475 0.830 0.079
C 23.870 40.985 13.835 -1.629 0.376 -0.376
C 18.554 35.949 4.731 -0.214 -0.343 0.195
C 19.597 45.711 10.277 0.291 1.928 1.543
C 19.756 46.115 11.759 -0.969 0.517 0.363
C 22.850 36.193 5.994 -0.271 -0.973 -0.246
C 24.837 42.444 4.455 -0.886 -0.733 -0.146
H 18.303 33.581 6.718 0.003 0.394 0.007
H 19.247 43.554 7.847 0.041 0.130 0.209
H 26.518 39.922 12.523 0.246 0.624 -0.248
H 19.584 31.935 8.155 -0.704 0.217 -0.321
H 21.257 46.477 5.992 0.278 -0.150 -0.204
H 23.909 43.011 4.513 0.276 0.401 0.235
H 19.710 47.161 12.084 0.157 0.304 -1.112
H 23.950 43.085 13.203 -0.024 0.089 0.040
H 23.456 34.062 5.764 0.460 0.239 0.107
H 22.011 43.060 10.538 -0.202 0.135 -0.352
H 22.037 39.769 3.037 0.077 -0.565 -0.026
H 27.734 39.856 11.202 0.311 -0.295 0.280
H 18.424 34.878 4.572 -0.116 -0.003 0.222
H 25.255 42.322 5.452 0.025 0.026 0.013
H 25.288 40.490 3.606 -0.151 -0.234 0.018
H 25.463 40.256 10.332 -0.165 -0.072 0.071
H 23.813 41.231 2.981 -0.269 -0.260 0.100
H 24.678 40.264 13.899 0.171 0.196 0.061
H 27.087 38.420 12.217 0.554 -0.373 -0.856
H 20.725 45.782 12.129 -0.219 -0.495 0.131
H 21.019 32.713 7.809 0.091 0.504 -0.063
H 24.898 38.677 11.053 -0.139 0.622 0.484
H 19.818 40.143 12.319 0.328 0.086 -0.785
H 26.011 39.369 6.164 -0.048 -0.012 0.010
H 20.650 44.797 5.761 0.090 0.098 -0.130
H 26.576 40.462 7.493 -0.521 -0.029 0.265
H 23.726 42.802 10.634 0.221 0.291 0.096
H 20.625 40.328 13.776 0.735 0.214 0.101
H 19.368 36.260 4.081 0.091 0.343 0.302
H 19.884 33.508 8.889 -0.172 0.071 -0.083
H 21.792 36.431 5.946 -0.031 -0.227 0.342
H 18.607 45.937 9.884 -0.019 -0.177 0.067
H 22.527 45.603 7.993 0.428 0.024 -0.075
H 23.204 36.026 7.007 -0.042 0.659 0.075
H 20.809 41.647 12.533 -0.217 -0.002 -0.033
H 18.380 42.051 8.085 -0.098 -0.115 0.443
H 18.882 45.759 12.311 0.468 -0.819 0.177
H 23.157 44.929 6.453 0.113 -0.453 0.184
H 21.228 38.626 4.275 0.209 -0.159 -0.425
H 23.104 44.458 10.210 0.129 -0.017 -0.199
H 22.406 34.622 4.509 0.154 0.243 -0.282
H 20.443 40.128 3.661 -0.065 0.026 0.346
H 17.487 43.611 8.231 0.050 -0.080 -0.377
H 25.549 42.964 3.819 -0.008 -0.162 -0.149
H 20.324 46.318 9.732 0.111 -0.640 -0.511
H 20.346 45.720 7.246 -0.202 -0.152 -0.125
H 17.609 36.436 4.498 0.121 0.161 -0.096
H 23.053 40.647 14.475 0.171 0.027 0.200
H 19.883 33.331 5.875 -0.552 -0.352 -0.097
H 25.310 42.417 14.201 0.114 0.680 -0.623
H 27.369 38.919 7.246 -0.037 -0.106 -0.209
H 23.933 42.870 15.014 -0.760 -0.042 -0.226
```
Positions in Å, forces in eV/Å.

LUMO level (eV): -2.35
Net charge: +1
Gap between HOMO and LUMO (eV): 10.09
E_HOMO (eV): -12.437
E (eV): -172248.606
Energy above the lowest of the compared OMol25 structures with the same formula, charge and spin (kJ/mol): 0.0

Here are the Löwdin charges for atoms 1 to 2, given in e: atom 1 (V): 0.8577, atom 2 (S): 0.6146

=====

Record 3
DFT (ωB97M-V/def2-TZVPD) results for C20H53Cl2F3GaO7S7 as an isolated structure.

XYZ file:
```
93
Properties=species:S:1:pos:R:3:forces:R:3
Ga -0.010 -0.593 -0.216 -0.081 0.173 0.173
Cl 1.530 -2.061 -2.654 -0.103 -0.051 -0.323
Cl 2.831 1.592 -0.811 0.082 0.418 -0.170
S 3.124 2.969 2.665 0.004 -0.099 -0.043
S 2.700 -5.373 -4.460 0.014 0.118 0.168
S 1.872 4.055 -3.904 0.029 -0.015 0.056
S 1.821 -2.117 3.670 0.192 0.058 -0.088
S 0.966 -5.376 7.690 -0.008 0.000 -0.057
S -5.404 1.972 -1.308 0.208 -0.049 0.091
S -4.204 6.314 -1.907 0.098 0.014 0.024
F -3.604 -3.416 -2.011 0.474 0.170 0.093
F -1.736 -2.551 -2.756 -0.426 -0.166 0.795
F -1.834 -3.453 -0.744 -0.267 0.515 -0.661
O 1.172 2.760 -3.800 -0.116 -0.042 -0.125
O -4.711 4.919 -1.884 -0.173 0.065 -0.095
O 4.110 -4.970 -4.690 0.098 -0.070 -0.114
O 2.097 -2.873 2.430 0.124 -0.152 -0.045
O 3.899 1.732 2.916 0.117 -0.012 0.100
O 0.941 -3.937 8.051 -0.007 0.047 0.084
O -5.524 0.547 -0.905 -0.256 -0.052 0.033
C 3.515 3.716 -4.552 0.131 -0.011 -0.002
C -5.642 7.391 -1.997 -0.066 0.059 0.034
C 3.430 -0.987 -0.334 0.172 0.379 0.137
C 2.409 -3.175 5.005 -0.128 0.053 0.279
C 2.159 -6.163 8.782 0.035 -0.070 0.066
C 0.069 -2.282 4.028 -0.114 -0.057 0.053
C 1.372 -0.482 -1.777 0.123 0.389 0.799
C -2.957 -1.341 -1.094 0.312 0.343 -0.513
C 4.094 3.969 1.526 0.065 0.116 -0.071
C -7.046 2.695 -1.146 -0.126 0.057 -0.061
C 1.810 -5.030 -5.982 -0.065 -0.028 -0.099
C 3.419 4.032 4.094 -0.028 0.128 0.059
C -5.380 1.988 -3.104 -0.016 0.047 -0.137
C 1.263 4.852 -5.403 0.006 0.094 -0.085
C -3.766 6.724 -0.215 0.025 0.049 0.077
C -1.902 -0.234 -0.961 0.353 -0.456 0.257
C 2.808 -0.111 -1.397 -0.206 -0.841 0.012
C -2.503 -2.666 -1.630 0.053 -0.530 -0.212
C -0.488 -6.122 8.440 -0.051 -0.074 0.052
C 2.657 -7.166 -4.617 -0.076 -0.095 -0.084
H -0.465 -1.720 3.264 0.057 -0.002 -0.068
H 4.094 3.459 0.566 -0.022 -0.051 0.003
H -0.528 -5.860 9.497 0.034 0.038 -0.011
H -4.445 1.529 -3.419 0.028 -0.014 0.052
H 3.492 -3.244 4.919 -0.002 0.054 -0.090
H 0.219 5.109 -5.238 -0.013 -0.018 0.038
H 3.431 3.099 -5.447 -0.052 -0.017 0.019
H 2.119 -7.243 8.643 0.010 -0.002 -0.019
H 2.910 -0.871 0.607 -0.206 -0.058 0.230
H -5.421 3.019 -3.451 0.044 0.034 0.025
H -6.224 1.410 -3.482 0.006 -0.035 0.069
H 2.938 3.569 4.953 -0.019 -0.036 -0.014
H -1.362 -5.725 7.928 0.017 0.027 -0.034
H 1.839 5.757 -5.595 -0.008 0.006 0.007
H -3.712 -1.014 -1.802 -0.323 -0.084 -0.093
H -2.907 6.115 0.059 0.005 -0.035 -0.039
H -2.325 0.499 -0.280 -0.070 0.217 0.108
H 3.139 -7.465 -5.548 0.017 0.051 0.000
H 3.146 -5.795 8.511 -0.006 0.028 -0.037
H -0.217 -3.334 3.980 0.042 -0.004 -0.031
H 1.622 -7.507 -4.593 -0.005 -0.002 0.026
H 1.063 0.273 -2.491 -0.238 -0.143 -0.369
H 4.466 -0.694 -0.183 0.178 -0.011 0.048
H 1.966 -4.166 4.902 -0.014 0.023 -0.069
H 1.343 4.159 -6.240 0.005 -0.041 0.037
H 5.114 4.058 1.901 -0.025 -0.040 0.043
H -4.604 6.497 0.443 -0.020 -0.033 -0.038
H -6.350 7.120 -1.213 0.025 -0.037 0.008
H 1.936 -5.899 9.816 -0.029 0.037 -0.019
H -1.788 0.275 -1.916 0.020 0.049 -0.237
H -7.032 3.702 -1.560 0.048 0.025 0.009
H 4.061 3.176 -3.781 -0.042 -0.022 0.039
H 2.981 5.014 3.913 -0.015 0.003 0.015
H -0.137 -1.870 5.017 0.028 0.005 -0.006
H -3.503 7.781 -0.156 0.017 0.001 -0.009
H -6.102 7.250 -2.973 0.026 -0.027 -0.021
H -7.773 2.070 -1.666 0.043 -0.044 0.011
H 1.764 -3.949 -6.094 0.006 0.022 0.062
H -7.286 2.734 -0.085 0.034 -0.027 0.018
H 3.631 4.952 1.426 -0.019 -0.011 -0.008
H -3.491 -1.521 -0.170 0.022 -0.164 0.290
H 3.198 -7.582 -3.770 0.012 0.040 0.028
H 0.799 -5.432 -5.909 -0.015 0.030 0.023
H 3.396 -2.028 -0.625 -0.084 -0.244 -0.132
H 2.343 -5.472 -6.825 0.041 -0.006 0.038
H 3.429 -0.140 -2.289 0.146 0.262 -0.162
H -0.448 -7.203 8.311 -0.006 -0.002 -0.022
H 2.141 -2.739 5.968 -0.006 -0.044 0.029
H 0.321 0.629 0.801 -0.031 0.063 -0.060
H 4.492 4.117 4.273 -0.003 -0.050 -0.041
H -5.326 8.428 -1.888 0.009 0.004 -0.011
H 0.117 -1.936 0.621 -0.041 -0.136 -0.114
H 4.020 4.656 -4.776 -0.003 0.002 0.020
```
Positions in Å, forces in eV/Å.

LUMO level (eV): 1.65
Net charge: -1
Gap between HOMO and LUMO (eV): 5.94
E_HOMO (eV): -4.290
E (eV): -197347.311

Here are the Löwdin charges for atoms 1 to 2, given in e: atom 1 (Ga): 0.3371, atom 2 (Cl): 0.5068